Density functional theory data (ωB97M-V/def2-TZVPD) for a molecular structure, C28H29ClN8O2S3V in a non-equilibrium geometry.

Geometry (Å):
S  5.526  -0.218  -0.352
H  -2.207  -0.412  4.653
H  -1.247  -2.953  1.732
C  2.707  -3.988  -0.061
H  -0.705  4.602  -2.490
H  -4.000  1.181  -0.072
C  2.447  -2.665  0.001
H  -3.297  -2.729  -1.676
Cl  3.076  1.065  4.863
H  -0.993  -1.113  -5.169
N  0.226  2.448  -0.779
V  0.566  -0.273  0.597
H  -1.658  -3.131  0.023
N  1.125  -2.341  0.306
H  1.438  -0.792  -4.653
C  0.107  2.882  1.311
C  2.754  -0.254  2.530
H  0.222  1.871  -1.601
N  -2.319  -0.152  1.496
C  1.067  -0.517  -2.572
C  -3.978  -1.931  -1.398
C  -5.344  -2.111  -1.577
C  -3.484  -0.747  -0.857
N  3.002  -0.317  -0.414
C  -1.040  -3.524  0.828
C  0.129  4.106  0.614
H  3.646  -4.471  -0.283
C  -1.563  -0.879  -3.116
O  2.748  -1.460  2.669
N  0.200  -0.467  -1.543
C  0.240  4.643  -1.947
C  0.200  3.791  -0.722
C  3.991  0.527  -0.510
N  0.165  1.870  0.453
C  -4.376  0.264  -0.504
C  -2.020  -0.585  -0.678
N  -1.452  -0.356  0.467
N  -2.529  -0.138  3.742
H  3.984  1.516  2.742
H  3.828  2.231  -1.798
C  0.408  -3.431  0.483
H  0.933  2.237  3.178
C  3.441  -1.605  -0.191
H  -7.289  -1.233  -1.371
O  1.937  0.438  1.768
C  0.687  -0.759  -3.876
H  2.857  2.304  -0.311
C  -1.109  -0.664  -1.824
H  -1.320  -4.563  0.994
H  -2.624  -0.984  -3.290
C  4.788  -1.738  -0.123
S  1.293  -4.870  0.266
H  -0.814  2.071  3.071
C  3.766  0.596  3.276
H  -6.421  0.884  -0.426
C  -0.656  -0.938  -4.155
S  -0.157  -0.953  2.876
H  4.666  0.024  3.466
H  5.371  -2.619  0.094
H  -0.099  3.677  3.260
C  -5.736  0.090  -0.698
C  -1.752  -0.374  2.672
H  -5.715  -3.041  -1.988
H  4.609  2.569  -0.256
H  1.034  4.326  -2.626
H  0.082  5.094  1.046
C  -6.224  -1.098  -1.230
C  3.815  1.995  -0.731
H  0.424  5.678  -1.670
C  0.029  2.704  2.789
H  -3.506  0.056  3.602
H  2.099  -0.344  -2.330

Values from the calculation:
2S+1 ... 3
Net charge ... +1
HOMO level (alpha / beta) ... -10.39 / -10.55 eV
E_LUMO (alpha / beta) ... -0.12110 / -0.13024 Eh
<S²> ... 2.025
E_tot ... -4271.6544 Eh
Kohn-Sham gap (alpha / beta) ... 7.096 / 7.002 eV

Löwdin population analysis, charges in e, atoms 1 to 8: 1.120, 0.099, 0.036, -0.315, 0.088, 0.114, -0.310, 0.114


Density functional theory data (ωB97M-V/def2-TZVPD) for a molecular structure, H2KO in a non-equilibrium geometry.

Geometry (Å):
O  -0.268  0.886  -0.946
H  -0.381  1.068  0.015
H  -0.780  1.596  -1.394
K  1.428  -3.550  2.325

Values from the calculation:
Energy relative to the best compared isomer or geometry (same formula, charge and spin) ... 15.1 kcal per mole
Net charge ... +1
HOMO level ... -14.04 eV
E_LUMO ... -0.17316 Eh
E_tot ... -676.1597 Eh
Kohn-Sham gap ... 9.325 eV

Just the Löwdin charges please, in e? Sure, here they are: -0.094, 0.040, 0.056, 0.998


Density functional theory data (ωB97M-V/def2-TZVPD) for a single C21H17N3O3S molecule in a non-equilibrium geometry.

Geometry (Å):
N  -3.384  1.714  0.251
N  -1.127  1.038  -0.043
C  -0.272  0.054  0.393
O  -2.941  6.181  -3.023
H  -4.893  2.229  -1.703
H  -0.805  1.918  -0.427
O  -3.764  7.311  -4.890
C  -2.266  5.010  -1.106
C  -0.936  -1.006  1.161
C  3.389  -3.906  1.689
C  5.551  -4.416  2.895
N  4.701  -4.389  1.658
C  1.329  -3.427  2.778
C  -0.468  -2.136  1.767
C  -3.111  5.089  -2.227
C  2.538  -4.083  2.768
H  3.613  -2.868  -0.177
O  0.910  0.296  0.303
H  4.704  -5.067  -0.344
C  -4.131  3.004  -1.592
H  5.740  -3.678  -0.010
C  -3.783  6.342  -4.108
C  2.971  -3.112  0.644
C  -2.415  0.879  0.443
H  -1.520  5.766  -0.938
H  -1.723  3.782  0.625
H  1.498  -1.972  -0.331
H  0.700  -3.531  3.671
H  6.639  -4.471  2.684
C  -4.990  4.278  -3.551
H  6.246  -5.303  0.451
H  5.282  -5.300  3.459
C  0.878  -2.693  1.690
H  5.338  -3.533  3.517
H  -5.391  5.448  -5.360
S  -2.656  -0.604  1.381
H  -1.186  -2.694  2.358
C  5.394  -4.617  0.387
C  -3.257  2.883  -0.515
H  -5.703  3.471  -3.706
C  -2.353  3.911  -0.235
H  2.846  -4.684  3.595
C  -4.085  4.120  -2.440
C  1.719  -2.554  0.574
C  -4.826  5.319  -4.416

Values from the calculation:
Energy relative to the best compared isomer or geometry (same formula, charge and spin) ... 37.7 kcal per mole
HOMO level ... -7.65 eV
E_LUMO ... -0.01502 Eh
SMILES ... CN(C)c1ccc(/C=C2/S/C(=N/c3ccc4oc(=O)ccc4c3)NC2=O)cc1
E_tot ... -1598.5920 Eh
Kohn-Sham gap ... 7.242 eV

Löwdin population analysis, charges in e, atoms 1 to 8: 0.070, 0.137, -0.479, 0.122, 0.128, 0.153, 0.065, 0.032


Density functional theory data (ωB97M-V/def2-TZVPD) for 2 unconnected molecules or ions with the total composition C14H16 in a non-equilibrium geometry.

Geometry (Å):
H  -3.253  -1.325  -1.066
C  0.213  -2.066  2.953
H  3.185  1.266  -0.742
H  1.035  -2.795  2.797
C  -2.881  -1.241  0.980
H  -0.654  -1.817  -1.515
H  2.153  -0.117  -3.250
C  -0.436  2.398  -0.648
C  2.074  0.964  -3.118
C  -1.163  -1.785  -0.543
C  -2.477  -1.506  -0.337
C  -0.770  -1.963  1.832
H  -3.908  -0.942  1.205
H  -0.073  2.978  1.395
C  -2.046  -1.421  2.062
H  -2.488  -1.148  3.013
H  2.328  2.171  1.306
H  3.139  1.115  -3.173
C  -0.287  -2.110  0.544
H  0.721  -1.165  3.285
H  0.672  -2.442  0.162
C  0.058  1.781  -1.817
C  0.347  2.524  0.482
H  -0.370  -2.583  3.738
C  1.702  2.223  0.413
C  1.418  1.498  -1.895
C  2.192  1.649  -0.748
H  -1.432  2.839  -0.703
H  1.630  1.431  -4.017
H  -0.630  1.585  -2.593

Values from the calculation:
Energy relative to the best compared isomer or geometry (same formula, charge and spin) ... 27.1 kcal per mole
HOMO level ... -8.95 eV
E_LUMO ... 0.03359 Eh
SMILES ... Cc1ccccc1.Cc1ccccc1
E_tot ... -543.0297 Eh
Kohn-Sham gap ... 9.868 eV

Löwdin population analysis, charges in e, atoms 1 to 8: 0.098, -0.072, 0.100, 0.081, -0.101, 0.102, 0.078, -0.088


Density functional theory data (ωB97M-V/def2-TZVPD) for 2 unconnected molecules or ions with the total composition C16H33BrNO4Si in a non-equilibrium geometry.

Geometry (Å):
C  -0.874  -3.988  -4.259
H  -1.431  0.580  -5.073
C  -1.346  -0.647  -1.047
H  0.973  0.607  -0.839
C  1.084  -0.392  -1.278
C  -0.486  0.059  5.236
C  -1.277  -1.543  -4.750
H  -1.232  -2.078  3.212
H  -1.691  -4.297  -4.923
N  -0.156  -2.214  -2.575
H  -2.298  -0.366  -1.501
H  1.981  -0.345  -1.906
C  -1.464  -0.122  -4.231
H  -0.373  -1.570  -5.377
H  -2.455  -0.008  -3.780
H  -1.133  0.138  -0.311
H  3.999  2.830  4.210
H  1.273  -1.095  -0.457
O  2.553  2.326  1.063
H  -1.606  2.009  2.616
H  0.046  2.732  3.379
H  -0.075  -1.831  1.743
C  -0.374  0.241  -3.228
H  -2.112  -1.791  -5.420
H  -0.769  -4.763  -3.488
C  2.568  1.028  4.122
H  -0.595  1.231  -2.808
C  -1.170  -2.594  -3.617
Si  0.122  0.171  3.406
H  -1.699  -0.751  1.868
H  1.526  5.833  1.258
O  2.681  4.416  2.447
H  1.836  1.562  4.873
C  1.372  4.913  1.998
H  -0.056  -0.892  5.801
C  -2.563  -2.791  -2.962
H  -1.490  -1.571  -0.475
H  -1.660  -0.087  5.202
O  1.120  -2.440  -3.121
Br  0.434  5.637  3.646
C  3.584  2.092  3.382
O  1.866  0.113  3.202
H  -0.318  1.062  5.859
C  -0.197  -0.795  -2.084
C  2.863  2.982  2.183
H  -3.036  -1.865  -2.641
C  -0.441  1.909  2.688
H  0.570  0.349  -3.779
H  -3.269  -3.243  -3.671
H  0.711  4.137  1.425
C  -0.818  -1.261  2.447
H  0.034  -3.990  -4.872
H  -2.501  -3.461  -2.096
H  4.511  1.535  2.906
H  -0.008  1.965  1.598
H  3.267  0.334  4.798

Values from the calculation:
2S+1 ... 2
HOMO level (alpha / beta) ... -8.98 / -9.55 eV
E_LUMO (alpha / beta) ... 0.00726 / -0.00452 Eh
<S²> ... 0.755
E_tot ... -3848.5064 Eh
Kohn-Sham gap (alpha / beta) ... 9.179 / 9.426 eV

Löwdin population analysis, charges in e, atoms 1 to 8: -0.048, 0.114, -0.050, 0.075, -0.037, -0.231, -0.141, 0.057


Density functional theory data (ωB97M-V/def2-TZVPD) for a single C21H18N6O3S molecule in a non-equilibrium geometry.

Geometry (Å):
H  -2.186  -0.585  -1.351
H  -1.001  3.674  -1.799
C  4.801  -2.732  -1.109
N  -2.436  1.869  -0.618
H  1.599  -2.320  -0.993
H  6.336  -1.235  -1.253
N  0.874  0.298  -1.749
H  3.416  -2.122  3.265
H  -1.364  4.984  -0.627
N  -6.162  -3.318  -0.375
N  2.000  1.457  -0.265
H  4.699  0.631  -1.259
C  -5.120  -1.228  0.211
C  2.947  1.838  0.757
H  3.827  2.312  0.309
H  5.833  -1.069  2.573
C  2.642  -2.043  -1.042
H  -4.713  2.083  0.830
N  3.514  -3.029  -1.048
C  -1.199  3.915  -0.756
C  4.836  -0.729  2.375
S  0.328  3.569  0.179
O  4.704  0.406  1.668
C  5.278  -1.432  -1.185
O  -3.226  3.707  0.498
C  2.666  -0.332  2.171
C  -3.359  0.872  -0.305
C  -3.089  -0.412  -0.783
H  -3.718  -2.439  -0.888
N  0.156  1.390  -1.453
H  5.476  -3.577  -1.104
C  -6.097  -2.306  0.530
C  -3.962  -1.449  -0.530
O  -6.789  -2.297  1.526
C  3.618  -1.231  2.709
H  -6.846  -4.041  -0.226
H  -6.258  0.206  1.299
C  -4.508  1.097  0.449
H  -1.630  1.550  -1.169
H  -5.705  -3.267  -1.267
H  1.600  -0.407  2.238
C  1.977  0.327  -1.053
C  0.821  2.077  -0.557
H  2.448  2.575  1.397
C  4.364  -0.393  -1.179
C  -5.369  0.049  0.707
C  3.008  -0.695  -1.088
C  -2.411  3.157  -0.207
C  3.382  0.647  1.547

Values from the calculation:
Energy relative to the best compared isomer or geometry (same formula, charge and spin) ... 3.1 kcal per mole
HOMO level ... -8.46 eV
E_LUMO ... 0.01219 Eh
SMILES ... NC(=O)c1ccc(NC(=O)CSc2nnc(-c3cccnc3)n2Cc2ccco2)cc1
E_tot ... -1763.5269 Eh
Kohn-Sham gap ... 8.789 eV

Löwdin population analysis, charges in e, atoms 1 to 8: 0.107, 0.085, -0.142, 0.122, 0.118, 0.107, 0.100, 0.106